19
Properties=species:S:1:pos:R:3:nbo_charge:R:1 method="wB97M-V/def2-TZVPD" orbital_gap_ev=8.7 smiles=CN(C)C.O.O multiplicity=1
H -5.007 2.478 -3.808 0.471
C 1.226 0.072 2.332 -0.398
H -4.154 2.923 -2.584 0.470
H 0.304 0.635 2.166 0.166
H 0.965 -1.757 0.163 0.124
H 0.913 -0.892 2.734 0.198
O -1.326 -2.122 -0.744 -0.940
H 3.281 1.086 0.035 0.191
H -0.390 -2.200 -0.565 0.463
H 2.611 -1.677 -0.245 0.203
H 1.626 0.928 -0.660 0.175
H 1.852 1.858 0.787 0.199
C 1.945 -1.522 0.603 -0.378
H 1.795 0.635 3.061 0.188
O -5.015 2.580 -2.849 -0.942
N 1.946 -0.171 1.102 -0.470
C 2.226 0.981 0.259 -0.399
H 2.300 -2.130 1.402 0.205
H -1.754 -1.657 -0.018 0.472

41
Properties=species:S:1:pos:R:3:nbo_charge:R:1 method="wB97M-V/def2-TZVPD" charge=+1 orbital_gap_ev="7.7 / 7.7" multiplicity=1
H 0.170 -1.946 2.740 0.208
H -1.413 -3.509 1.546 0.202
N -0.321 1.810 -0.592 -0.326
C -0.768 3.782 -1.523 -0.326
H 2.058 -4.562 0.763 0.226
H -0.902 -4.336 0.065 0.226
C -2.051 0.411 3.551 -0.322
H 1.525 -3.956 -0.814 0.226
H -1.074 4.532 -2.230 0.255
C 2.967 -0.047 0.531 -0.006
H -0.114 4.881 0.316 0.241
H -2.738 0.163 4.340 0.260
H 1.372 -3.228 2.885 0.234
B 0.528 2.386 1.690 0.525
N 1.748 0.488 0.626 -0.233
C 3.070 1.688 1.882 0.039
H -2.324 -1.172 1.986 0.243
C -1.851 -0.279 2.361 -0.006
N -0.023 2.777 0.300 -0.316
Rh -0.001 -0.104 -0.027 1.262
C -1.180 1.485 3.493 0.039
C 1.007 -2.431 2.238 -0.635
N -0.512 1.438 2.334 -0.306
H 0.735 3.353 2.358 0.001
H 3.331 2.490 2.553 0.247
C -0.286 3.976 -0.243 0.026
C 3.845 0.691 1.316 -0.322
H -0.243 -4.835 1.632 0.224
N -0.918 0.352 1.646 -0.233
C 0.586 -3.000 0.889 0.238
H 3.145 -0.909 -0.090 0.243
C -0.568 -3.980 1.040 -0.616
H -1.001 2.287 4.191 0.247
H 4.900 0.523 1.449 0.260
H 2.636 -2.996 0.183 0.195
H 1.807 -1.697 2.113 0.206
O 0.130 -1.958 0.011 -0.733
C -0.770 2.399 -1.697 -0.005
H -1.070 1.812 -2.551 0.232
C 1.778 -3.668 0.207 -0.615
N 1.810 1.552 1.450 -0.306

12
Properties=species:S:1:pos:R:3:nbo_charge:R:1 method="wB97M-V/def2-TZVPD" orbital_gap_ev=9.6 multiplicity=1
H 1.488 0.007 -2.412 0.165
C 0.439 -1.489 0.394 0.426
N -0.165 -0.698 1.110 -0.411
H -0.097 0.334 -1.862 0.187
H -1.486 2.378 0.940 0.189
N -0.598 0.457 0.504 -0.325
H -2.022 0.840 2.329 0.203
C 0.808 0.033 -1.512 -0.193
O 0.648 -1.280 -0.941 -0.537
C -1.356 1.197 1.365 -0.073
H 1.073 -2.389 0.994 0.195
H 1.268 0.610 -0.907 0.172

22
Properties=species:S:1:pos:R:3:nbo_charge:R:1 method="wB97M-V/def2-TZVPD" charge=-1 orbital_gap_ev=8.2 multiplicity=1
C 1.806 0.019 2.533 0.765
N 0.473 -0.668 -2.154 -0.501
H -2.494 -0.760 -0.743 0.201
H 2.535 -0.523 -2.133 0.182
C -1.974 -0.200 -1.491 -0.417
H 0.491 -1.473 1.719 0.216
H -0.234 1.107 0.527 0.228
H -1.753 1.836 -2.086 0.214
C -2.521 1.272 -1.570 -0.599
H -2.215 -0.589 -2.486 0.202
C 0.980 -1.269 2.683 -0.749
C 1.619 -0.341 -1.598 0.153
H 2.140 0.468 0.282 0.470
H 0.271 -1.288 3.505 0.200
H -2.656 1.616 -0.545 0.197
H 1.737 -2.059 2.666 0.212
N 1.457 0.362 -0.460 -0.519
O 1.404 1.050 3.111 -0.760
O 2.832 -0.086 1.790 -0.831
C 0.112 0.441 -0.253 -0.117
H -3.518 1.314 -2.009 0.190
C -0.491 -0.230 -1.288 0.064

106
Properties=species:S:1:pos:R:3:lowdin_spin:R:1 method="wB97M-V/def2-TZVPD" charge=-1 orbital_gap_ev="5.9 / 5.6" multiplicity=3
N 0.083 -0.055 2.630 0.002
C -0.840 4.647 -0.519 0.038
C 4.156 -1.888 -1.293 0.000
H 0.647 -2.808 -4.707 0.000
C 0.023 -3.079 -3.849 0.000
H -3.529 -2.537 -1.353 0.000
H -2.843 -3.604 -2.603 0.000
H -0.235 -2.165 -3.308 0.000
N -0.199 2.924 2.628 0.010
H -0.449 -7.920 -3.029 0.000
C 2.087 -3.415 -2.463 0.000
H -1.223 6.420 -1.635 -0.001
H 3.075 -7.559 -0.952 0.000
F -2.092 4.309 4.320 0.000
C -3.626 2.210 0.562 0.001
H 4.626 2.485 -0.257 0.000
H 2.629 2.938 2.531 0.000
C 3.535 2.522 -0.298 0.008
C -0.191 4.272 2.868 0.004
H -1.481 -4.938 1.022 0.000
H 3.397 0.666 0.711 0.000
Br -1.013 0.543 -1.136 0.090
H 3.211 3.560 -0.196 0.001
H -0.227 6.631 -3.692 0.001
H 0.410 -5.009 -1.018 0.000
H -0.930 -5.143 -2.161 0.000
F -2.492 2.913 0.707 0.001
H -0.899 -1.690 1.864 0.000
H 1.261 -1.484 1.653 0.000
C -0.697 5.473 -1.610 -0.018
H 2.970 -0.562 -3.460 0.000
H 2.252 -6.010 -0.708 0.000
As -1.157 -3.075 -0.729 0.002
H -0.844 -1.656 3.638 0.000
H 2.680 -3.191 -3.358 0.000
C -2.647 -2.741 -1.963 0.001
H 3.208 2.149 -1.273 0.004
H 1.189 -0.502 -3.330 0.000
N -2.452 0.642 1.804 0.000
H 4.338 2.658 2.146 0.000
H 3.788 -6.080 -1.600 0.000
As 1.919 -6.993 -3.095 0.000
H -3.068 -1.277 2.515 0.000
H -0.903 -3.524 -4.226 0.000
C -0.928 6.284 4.100 0.000
Ti -0.144 1.880 0.836 0.931
O 0.276 5.816 -3.782 0.012
F -4.548 3.946 -0.733 0.000
C -4.859 0.303 1.128 0.000
H 2.654 -4.145 -1.886 0.000
C 0.508 3.121 -1.474 0.655
H 2.161 0.550 -2.316 0.001
C -3.602 0.960 1.225 0.001
H -0.044 -7.258 -1.432 0.000
N -0.239 3.457 -0.456 0.103
H 4.481 -2.506 -0.455 0.000
C -1.045 4.947 3.774 0.000
C 1.331 -0.814 2.509 0.001
C 2.952 1.660 0.816 -0.001
H 1.524 -1.409 3.415 0.000
H 1.370 3.499 -3.426 0.007
F -5.065 -0.908 1.710 0.000
C 2.126 -0.437 -2.778 0.000
F -1.767 6.819 4.993 0.000
C 3.349 2.196 2.198 0.000
C -2.138 -4.445 0.304 0.000
F 0.140 8.378 3.828 0.000
H 4.534 -2.323 -2.222 0.000
C 0.765 -4.055 -2.923 0.000
C -4.666 2.746 -0.140 0.000
H 4.585 -0.890 -1.175 0.000
C -5.931 0.835 0.432 0.000
C -0.167 -4.463 -1.768 0.000
C 0.721 5.167 2.250 0.000
H -2.938 -3.949 0.856 0.000
H 0.605 -8.831 -1.940 0.000
F -7.082 0.144 0.378 0.000
F 1.754 7.248 1.936 0.000
C -0.990 -1.043 2.733 0.001
C 0.338 -7.828 -2.278 0.000
H 3.390 1.401 2.944 0.000
H -1.450 4.936 0.323 0.002
H -0.576 2.586 4.691 0.001
H -1.740 1.839 3.596 0.000
H -2.579 -5.198 -0.356 0.000
As 2.174 -1.776 -1.341 0.000
C -5.859 2.048 -0.219 0.000
C 0.154 0.817 3.816 0.001
C -2.386 -0.456 2.737 0.000
C 1.125 -5.301 -3.768 0.000
C 0.105 5.068 -2.676 0.031
H -2.450 -1.857 -2.567 0.000
C 0.747 3.845 -2.610 0.085
H 1.190 1.137 3.927 0.000
C 0.012 7.085 3.498 -0.001
F 1.620 4.699 1.373 0.002
H 1.806 -4.988 -4.563 0.000
C 0.825 6.507 2.548 0.000
O 1.560 1.517 0.656 0.017
H -2.641 -0.111 3.755 0.000
C 2.847 -6.595 -1.408 0.000
H 0.223 -5.663 -4.276 0.000
C -0.691 2.081 3.731 0.005
H 2.170 -0.145 2.343 0.000
H -0.124 0.264 4.725 0.000
F -6.920 2.548 -0.892 0.000

The calculation returns the following electronic energy values, one per record and in order: -8905.67902 -28456.90227 -8231.05339 -14514.55054 -351030.60034 eV.
The calculation returns the following ΔE to the lowest compared entry with this formula, charge and spin values, one per record and in order: 168.53 3.15 544.69 39.59 105.00 kJ/mol.